1.
Density functional theory data (the ωB97M-V functional and the def2-TZVPD basis) for one molecule with the formula C5H9NO in a non-equilibrium geometry.

Structure (XYZ):
```
16
Properties=species:S:1:pos:R:3:mulliken_charge:R:1
C 2.15 0.50 -0.37 -0.697
O 0.86 0.09 -0.91 -0.412
C -0.46 -0.03 -0.07 1.589
C -1.65 -0.55 -0.92 -1.489
C -0.45 -0.78 1.28 -1.405
C -0.45 1.40 0.07 -0.097
N -0.33 2.54 0.22 -0.522
H 2.14 1.06 0.57 0.322
H 2.76 -0.41 -0.25 0.270
H 2.70 1.15 -1.08 0.256
H -1.81 -1.63 -0.83 0.343
H -1.50 -0.29 -1.97 0.391
H -2.60 -0.08 -0.61 0.357
H -1.44 -0.79 1.77 0.363
H 0.25 -0.33 1.98 0.358
H -0.19 -1.83 1.11 0.374
```

Computed properties:
* spin multiplicity: 1
* E: -325.842799 hartree
* structure (SMILES): COC(C)(C)C#N
* energy above the lowest of the compared OMol25 structures with the same formula, charge and spin: 59.5 kcal per mole
* F_max: 0.04695 hartree/bohr
* Kohn-Sham gap: 10.84 eV


2.
Density functional theory data (the ωB97M-V functional and the def2-TZVPD basis) for one molecule with the formula C19H19ClN2O5S.

Structure (XYZ):
```
47
Properties=species:S:1:pos:R:3:mulliken_charge:R:1
N -2.25 -0.18 -3.06 -0.523
S -0.83 0.68 -2.80 1.255
O -0.73 1.67 -3.83 -0.734
O 0.25 -0.25 -2.63 -0.446
C -1.17 1.46 -1.24 0.468
C -1.38 0.66 -0.14 -0.362
C -1.61 1.24 1.10 -0.906
C -1.62 2.63 1.22 0.372
C -1.77 3.27 2.57 -1.144
C -0.39 3.60 3.16 -0.874
N 0.43 2.41 3.29 -0.123
C 0.59 1.78 4.47 0.605
O 0.19 2.19 5.53 -0.674
C 1.38 0.47 4.38 -0.348
O 1.77 0.10 3.07 -0.427
C 0.96 -0.75 2.40 0.430
O -0.09 -1.15 2.84 -0.651
C 1.54 -1.10 1.10 -0.763
C 0.93 -1.97 0.29 -0.155
C 1.39 -2.41 -1.01 0.346
C 2.73 -2.31 -1.38 -0.452
C 3.17 -2.74 -2.62 -0.821
C 2.26 -3.28 -3.52 -0.442
C 0.93 -3.39 -3.18 -0.683
C 0.50 -2.96 -1.94 0.785
Cl -1.18 -3.07 -1.58 -0.181
C -1.41 3.42 0.09 -0.484
C -1.19 2.83 -1.14 -0.614
H -2.66 0.04 -3.95 0.290
H -2.14 -1.17 -2.92 0.180
H -1.36 -0.41 -0.25 0.427
H -1.77 0.62 1.96 0.377
H -2.29 2.59 3.25 0.354
H -2.34 4.19 2.50 0.474
H 0.13 4.31 2.52 0.421
H -0.50 4.02 4.16 0.451
H 0.76 1.97 2.45 0.244
H 2.29 0.57 4.98 0.340
H 0.75 -0.32 4.82 0.302
H 2.47 -0.61 0.85 0.398
H -0.02 -2.38 0.64 0.717
H 3.44 -1.91 -0.68 0.395
H 4.21 -2.66 -2.88 0.384
H 2.60 -3.61 -4.50 0.388
H 0.21 -3.79 -3.88 0.434
H -1.43 4.50 0.18 0.448
H -1.02 3.42 -2.03 0.524
```

Computed properties:
* spin multiplicity: 1
* E: -2079.551600 hartree
* structure (SMILES): NS(=O)(=O)c1ccc(CCNC(=O)COC(=O)/C=C/c2ccccc2Cl)cc1
* energy above the lowest of the compared OMol25 structures with the same formula, charge and spin: 4.2 kcal per mole
* F_max: 0.01641 hartree/bohr
* Kohn-Sham gap: 8.68 eV


3.
Density functional theory data (the ωB97M-V functional and the def2-TZVPD basis) for a 2-piece molecular cluster, C5H10O2 overall in a non-equilibrium geometry.

Structure (XYZ):
```
17
Properties=species:S:1:pos:R:3:mulliken_charge:R:1
C -2.48 0.11 -0.94 -1.177
C 2.43 0.02 -0.83 -0.947
C 1.19 -0.47 -0.49 1.088
O 0.98 -1.74 -0.09 -0.431
C 0.03 0.30 -0.73 -0.589
C -1.22 -0.07 -0.25 0.351
H -2.89 -0.83 -1.34 0.337
H -3.23 0.49 -0.23 0.335
H -2.43 0.82 -1.75 0.392
H 3.32 -0.60 -0.83 0.276
H 2.61 1.06 -0.97 0.310
H 1.76 -2.25 -0.37 0.366
H 0.21 1.16 -1.37 0.347
H -1.19 -0.28 0.82 0.325
H -0.86 1.14 3.37 0.339
H 0.05 1.36 2.09 0.309
O -0.66 1.72 2.63 -0.631
```

Computed properties:
* spin multiplicity: 2
* E: -346.622087 hartree
* energy above the lowest of the compared OMol25 structures with the same formula, charge and spin: 23.8 kcal per mole
* net charge: +1
* F_max: 0.02288 hartree/bohr
* Kohn-Sham gap (spin up / spin down): 8.85 / 7.50 eV


4.
Density functional theory data (the ωB97M-V functional and the def2-TZVPD basis) for a 3-piece molecular cluster, C39H54F4N2O9S overall in a non-equilibrium geometry.

Structure (XYZ):
```
109
Properties=species:S:1:pos:R:3:mulliken_charge:R:1
C -2.38 2.90 -3.95 -1.315
C -1.70 1.52 -3.57 -0.339
C -1.86 1.22 -1.99 -0.276
C -0.50 0.73 -1.36 0.828
C 0.20 -0.44 -1.93 0.745
C -0.36 -1.29 -3.12 -1.021
S -2.10 -1.89 -2.90 -0.409
C -2.23 -2.85 -1.34 0.436
C -2.08 -1.98 -0.02 0.523
C 1.53 -0.81 -1.31 1.036
C 2.44 -1.98 -1.82 -2.318
C 2.59 -3.19 -0.80 0.233
C 2.91 -4.55 -1.57 -0.930
C 2.91 -5.82 -0.63 -0.974
C 1.48 -6.14 -0.02 -0.338
C 0.58 -6.90 -1.10 -0.965
C -0.13 -5.90 -2.10 0.780
O -1.54 -6.15 -2.17 -0.387
C -2.05 -5.75 -3.45 -0.604
C 2.06 -0.04 -0.16 0.460
C 3.45 -0.42 0.48 -1.657
C 3.29 -1.31 1.78 0.474
O 4.26 -1.53 2.44 -0.572
F 2.07 -1.86 2.15 -0.146
C 1.32 1.11 0.44 0.652
N 1.91 1.72 1.55 -0.395
C 1.11 2.73 1.98 0.336
C 1.61 3.48 3.27 -0.937
C 0.83 2.68 4.52 0.030
C 0.84 1.07 4.38 -0.114
O 1.69 1.89 5.40 -0.552
C -0.18 3.17 1.36 0.116
C -0.99 4.39 1.94 -0.759
C -2.03 4.99 0.94 -0.325
C -3.29 4.14 0.70 0.265
F -4.05 4.45 -0.45 -0.378
C -3.76 3.07 1.49 0.004
F -4.77 3.22 2.43 -0.289
F -3.31 1.79 1.35 0.018
N -0.71 2.57 0.27 -0.013
C 0.05 1.50 -0.19 -0.808
H -1.97 3.22 -4.95 0.397
H -3.49 2.81 -4.10 0.309
H -2.15 3.71 -3.21 0.245
H -2.23 0.71 -4.13 0.110
H -0.59 1.51 -3.76 0.339
H -2.66 0.45 -1.80 0.269
H -2.23 2.17 -1.54 -0.196
H -0.32 -0.64 -4.05 0.467
H 0.26 -2.19 -3.36 0.156
H -1.44 -3.65 -1.38 -0.778
H -3.22 -3.38 -1.31 0.553
H -0.98 -1.75 0.08 -0.146
H -2.69 -1.04 -0.04 0.024
H -2.43 -2.61 0.84 -0.376
H 3.47 -1.53 -1.99 0.521
H 2.14 -2.42 -2.81 0.701
H 1.76 -3.27 -0.06 0.223
H 3.53 -2.97 -0.20 0.310
H 2.24 -4.62 -2.46 0.331
H 3.96 -4.43 -1.96 0.402
H 3.19 -6.71 -1.28 0.436
H 3.71 -5.77 0.17 0.364
H 1.59 -6.74 0.92 0.353
H 0.94 -5.19 0.25 0.118
H -0.22 -7.43 -0.51 0.338
H 1.27 -7.63 -1.62 0.262
H 0.33 -5.95 -3.13 0.410
H 0.11 -4.86 -1.72 -0.617
H -2.00 -4.63 -3.61 0.229
H -3.13 -6.04 -3.48 0.245
H -1.49 -6.21 -4.32 0.335
H 3.93 0.54 0.84 0.543
H 4.16 -0.87 -0.25 0.432
H 2.70 3.33 3.45 0.478
H 1.27 4.54 3.32 0.172
H -0.13 3.17 4.95 0.346
H 0.03 0.47 4.86 0.195
H 1.68 0.59 3.83 0.198
H -1.43 4.13 2.95 0.361
H -0.23 5.20 2.13 0.516
H -1.53 5.31 -0.03 -0.018
H -2.39 5.96 1.40 0.462
C 0.73 7.73 -3.43 -1.454
C 1.40 7.63 -2.08 0.463
C 2.73 6.93 -2.12 -0.517
O 2.82 6.38 -0.80 -0.329
C 1.55 6.19 -0.37 0.500
O 1.25 5.57 0.61 -0.437
O 0.65 6.80 -1.19 -0.260
H -0.22 8.27 -3.34 0.363
H 1.36 8.26 -4.15 0.384
H 0.49 6.74 -3.83 0.342
H 1.48 8.62 -1.63 0.248
H 3.56 7.61 -2.31 0.315
H 2.77 6.11 -2.84 0.306
C -0.42 -2.33 5.42 -1.578
C -1.39 -2.12 4.28 1.173
C -2.82 -2.01 4.72 -0.588
O -3.52 -2.49 3.57 -0.331
C -2.68 -3.34 2.92 0.488
O -3.01 -4.06 2.02 -0.576
O -1.42 -3.26 3.42 -0.342
H 0.61 -2.37 5.04 0.270
H -0.48 -1.52 6.15 0.421
H -0.60 -3.28 5.92 0.437
H -1.09 -1.25 3.68 -0.056
H -3.11 -0.99 4.95 0.318
H -3.07 -2.66 5.56 0.307
```

Computed properties:
* spin multiplicity: 1
* E: -3102.483938 hartree
* structure (SMILES): CCCc1c(CSCC)c(CCCCCCCOC)c(CC(=O)F)c2nc(C[C@H]3CO3)c(CCC(F)=C(F)F)nc12.C[C@@H]1COC(=O)O1.C[C@@H]1COC(=O)O1
* F_max: 0.08387 hartree/bohr
* Kohn-Sham gap: 6.96 eV


5.
Density functional theory data (the ωB97M-V functional and the def2-TZVPD basis) for a 2-piece molecular cluster, CH3N3O3 overall in a non-equilibrium geometry.

Structure (XYZ):
```
10
Properties=species:S:1:pos:R:3:mulliken_charge:R:1
H 0.29 -0.42 0.25 0.291
N 1.01 0.02 0.87 -0.730
N 2.17 0.05 0.46 1.188
O 2.79 -0.37 -0.47 -0.614
O 2.90 0.71 1.42 -0.510
H 2.16 0.95 2.15 0.456
N -3.25 0.30 -1.38 -0.389
C -2.44 -0.48 -0.96 0.468
O -1.46 -0.88 -0.48 -0.459
H -4.16 0.13 -1.89 0.299
```

Computed properties:
* spin multiplicity: 1
* E: -429.752284 hartree
* structure (SMILES): [H]/N=[N+](\[O-])O.N=C=O
* energy above the lowest of the compared OMol25 structures with the same formula, charge and spin: 39.8 kcal per mole
* F_max: 0.06760 hartree/bohr
* Kohn-Sham gap: 10.81 eV


6.
Density functional theory data (the ωB97M-V functional and the def2-TZVPD basis) for C6H9F3N2O as an isolated structure in a non-equilibrium geometry.

Structure (XYZ):
```
21
Properties=species:S:1:pos:R:3:mulliken_charge:R:1
C 1.20 0.85 -0.99 -0.480
C 2.19 0.82 -0.18 -0.160
C 0.33 0.21 0.15 0.065
C 1.91 -0.05 2.20 -0.680
C -3.37 -1.00 -1.17 0.009
C 3.68 1.03 -0.06 0.798
N 1.36 0.21 0.96 0.085
N -4.65 -0.38 -0.84 -0.325
O -3.67 -2.16 -1.62 -0.294
F 4.30 -0.10 0.13 -0.193
F 4.21 1.65 -1.10 -0.229
F 3.80 1.84 0.96 -0.206
H 0.96 0.90 -2.04 0.431
H 2.41 -1.05 2.17 0.326
H 1.22 -0.22 3.02 0.402
H 2.57 0.83 2.35 0.313
H -0.61 -0.16 0.23 0.544
H -5.42 -0.80 -1.36 0.360
H -4.55 0.62 -1.00 0.404
H -4.96 -0.41 0.19 0.402
H -2.91 -2.61 -2.00 0.428
```

Computed properties:
* spin multiplicity: 1
* E: -717.529553 hartree
* net charge: +2
* F_max: 0.08341 hartree/bohr
* Kohn-Sham gap: 8.81 eV


7.
Density functional theory data (the ωB97M-V functional and the def2-TZVPD basis) for C18H16Cl2N6O2SSe2Zn as an isolated structure.

Structure (XYZ):
```
48
Properties=species:S:1:pos:R:3:mulliken_charge:R:1
Zn 1.57 -0.27 -0.60 0.986
C -2.63 -0.28 -2.84 -0.692
O -2.32 -1.13 -1.72 -0.462
C -1.11 -1.00 -1.22 0.864
O -0.28 -0.19 -1.64 -0.689
N -0.87 -1.85 -0.21 -0.135
N 0.39 -1.82 0.40 -0.179
H -3.62 -0.58 -3.16 0.256
H -1.90 -0.43 -3.63 0.315
H -2.62 0.77 -2.53 0.283
H -1.60 -2.45 0.14 0.236
H 0.85 -2.72 0.28 0.315
H 0.28 -1.60 1.43 -0.199
Cl 2.24 1.65 -2.59 -0.240
C 2.24 0.35 -3.76 0.710
C 1.85 0.67 -5.05 -0.794
C 1.85 -0.31 -6.02 -0.360
C 2.23 -1.60 -5.69 -0.733
C 2.61 -1.90 -4.39 0.463
Cl 3.08 -3.54 -4.06 -0.209
C 2.63 -0.94 -3.37 -0.278
S 3.15 -1.37 -1.74 -0.346
H 1.56 1.69 -5.27 0.419
H 1.55 -0.07 -7.03 0.396
H 2.24 -2.39 -6.43 0.413
Se 4.13 0.85 3.17 0.302
N 2.95 1.99 3.82 -0.746
C 1.97 2.04 2.95 0.551
C 0.75 2.76 3.10 -0.438
C -0.17 2.65 2.11 -0.663
C 0.09 1.85 0.96 -0.455
N 1.20 1.20 0.77 -0.035
C 2.15 1.26 1.76 0.940
N 3.26 0.56 1.66 -0.560
H 0.57 3.33 4.00 0.453
H -1.13 3.15 2.18 0.431
H -0.65 1.77 0.18 0.582
Se 0.28 -1.09 3.57 -0.352
C -1.51 -0.53 3.84 0.030
C -2.29 0.02 2.81 0.093
C -3.59 0.42 3.07 -0.620
N -4.19 0.32 4.26 -0.601
C -3.45 -0.21 5.23 -0.263
C -2.14 -0.64 5.08 -0.447
H -1.88 0.13 1.82 0.421
H -4.19 0.84 2.27 0.329
H -3.93 -0.30 6.20 0.338
H -1.60 -1.06 5.92 0.374
```

Computed properties:
* spin multiplicity: 1
* E: -9075.346788 hartree
* energy above the lowest of the compared OMol25 structures with the same formula, charge and spin: 3.7 kcal per mole
* F_max: 0.00406 hartree/bohr
* Kohn-Sham gap: 5.20 eV


8.
Density functional theory data (the ωB97M-V functional and the def2-TZVPD basis) for one molecule with the formula C3H7ClFN3 in a non-equilibrium geometry.

Structure (XYZ):
```
15
Properties=species:S:1:pos:R:3:mulliken_charge:R:1
H -2.20 -1.39 1.32 0.213
N -1.37 -0.80 1.42 -0.683
C -1.00 -0.31 0.26 0.089
N -1.56 -0.48 -0.95 -0.377
C 0.26 0.54 0.26 0.362
N 0.46 1.21 -0.99 -0.740
C 1.44 -0.32 0.65 -0.056
F 2.57 0.52 0.72 -0.263
Cl 1.79 -1.55 -0.56 -0.174
H -1.01 -0.20 -1.74 0.263
H -2.19 -1.25 -1.00 0.213
H 0.19 1.30 1.08 0.297
H -0.14 2.02 -1.06 0.237
H 1.43 1.52 -1.06 0.230
H 1.34 -0.82 1.64 0.389
```

Computed properties:
* spin multiplicity: 1
* E: -842.845948 hartree
* structure (SMILES): [H]/N=C(\N)[C@H](N)[C@H](F)Cl
* energy above the lowest of the compared OMol25 structures with the same formula, charge and spin: 0.0 kcal per mole
* F_max: 0.04540 hartree/bohr
* Kohn-Sham gap: 10.18 eV


9.
Density functional theory data (the ωB97M-V functional and the def2-TZVPD basis) for one molecule with the formula C2H5NOS in a non-equilibrium geometry.

Structure (XYZ):
```
10
Properties=species:S:1:pos:R:3:mulliken_charge:R:1
C -1.60 -0.46 -0.11 -0.656
O -1.03 0.85 -0.01 -0.326
C 0.26 0.91 -0.04 0.252
N 1.00 -0.10 0.01 -0.439
S 2.71 0.17 -0.10 -0.184
H -2.65 -0.32 -0.09 0.242
H -1.26 -0.99 0.79 0.295
H -1.14 -1.05 -0.91 0.303
H 0.56 1.97 0.02 0.368
H 3.14 -0.99 0.44 0.144
```

Computed properties:
* spin multiplicity: 1
* E: -607.339525 hartree
* structure (SMILES): CO/C=N/S
* energy above the lowest of the compared OMol25 structures with the same formula, charge and spin: 42.2 kcal per mole
* F_max: 0.04934 hartree/bohr
* Kohn-Sham gap: 9.59 eV


10.
Density functional theory data (the ωB97M-V functional and the def2-TZVPD basis) for a 5-piece molecular cluster, C43H56BN2O11S2 overall.

Structure (XYZ):
```
115
Properties=species:S:1:pos:R:3:mulliken_charge:R:1
C -5.07 0.87 -1.24 -1.259
C -3.69 0.42 -0.70 -0.081
N -3.65 0.37 0.76 -0.311
B -2.38 -0.29 1.35 0.533
C -2.46 -1.95 1.34 -1.092
C -3.81 -2.59 0.95 -0.251
C -4.68 -2.98 2.16 -0.487
C -4.59 -4.47 2.54 -0.718
C -5.89 -5.07 3.04 -0.555
O -6.55 -4.17 3.92 -0.299
C -7.36 -4.76 4.91 -0.426
C -6.71 -4.68 6.30 -1.001
C -0.98 0.16 0.56 -0.645
C -0.69 1.67 0.51 -0.675
C 0.65 2.06 1.14 -1.000
S 2.04 1.84 0.00 -0.255
C 2.83 3.39 -0.10 -0.038
S 2.07 4.83 -0.05 -0.211
N 4.23 3.19 -0.24 0.307
C 4.83 3.31 1.12 -0.206
C 6.31 3.63 1.18 -1.352
C 4.82 4.06 -1.27 -0.683
C 5.97 3.37 -2.02 -1.199
C -2.15 0.25 2.93 -0.181
C -3.24 -0.02 3.89 0.066
O -4.41 0.26 3.80 -0.627
O -2.82 -0.68 5.01 -0.489
H -5.56 0.10 -1.83 0.257
H -5.71 1.16 -0.40 0.341
H -4.96 1.74 -1.89 0.216
H -3.48 -0.58 -1.07 0.355
H -2.93 1.11 -1.11 -0.069
H -3.72 1.33 1.09 0.238
H -2.22 -2.32 2.35 0.398
H -1.66 -2.35 0.69 0.286
H -4.38 -1.95 0.28 -0.051
H -3.61 -3.51 0.38 0.487
H -5.73 -2.72 1.96 0.475
H -4.38 -2.39 3.02 -0.059
H -4.26 -5.06 1.68 0.328
H -3.83 -4.61 3.32 0.245
H -5.70 -6.01 3.57 0.486
H -6.56 -5.29 2.19 0.218
H -8.31 -4.22 4.92 0.337
H -7.60 -5.80 4.65 0.370
H -5.96 -3.89 6.28 0.245
H -6.24 -5.62 6.60 0.266
H -7.45 -4.43 7.06 0.341
H -0.16 -0.36 1.08 0.119
H -0.98 -0.25 -0.46 0.382
H -0.67 2.01 -0.53 0.363
H -1.48 2.25 1.01 0.417
H 0.67 3.08 1.53 0.591
H 0.88 1.38 1.97 0.363
H 4.28 4.06 1.71 0.365
H 4.67 2.35 1.62 0.141
H 6.53 4.64 0.81 0.325
H 6.92 2.91 0.65 0.305
H 6.61 3.62 2.23 0.420
H 4.03 4.27 -1.99 0.607
H 5.12 5.04 -0.88 0.355
H 5.57 2.77 -2.84 0.328
H 6.66 4.11 -2.42 0.334
H 6.52 2.70 -1.37 0.268
H -1.97 1.33 2.97 0.197
H -1.25 -0.24 3.31 0.244
H -3.62 -0.78 5.55 0.365
C 4.39 -3.44 3.10 -0.445
C 3.90 -2.46 3.86 -0.313
C 3.35 -1.21 3.26 0.239
O 2.92 -0.32 3.95 -0.590
C 3.38 -1.11 1.77 0.049
C 3.87 -2.09 1.02 -0.427
C 4.41 -3.33 1.62 0.355
O 4.88 -4.21 0.94 -0.608
H 4.80 -4.35 3.52 0.422
H 3.88 -2.51 4.94 0.422
H 2.97 -0.19 1.35 0.338
H 3.90 -2.03 -0.06 0.486
C -5.76 4.17 -5.21 -0.455
C -5.16 5.13 -5.91 -0.380
C -3.75 5.00 -6.36 0.277
O -3.21 5.87 -7.00 -0.582
C -3.03 3.76 -5.99 -0.316
C -3.63 2.79 -5.29 -0.345
C -5.04 2.92 -4.85 0.332
O -5.59 2.04 -4.22 -0.503
H -6.78 4.25 -4.88 0.426
H -5.66 6.05 -6.19 0.396
H -2.00 3.68 -6.32 0.560
H -3.12 1.88 -5.01 0.541
C -0.70 2.26 -10.11 -0.449
C -0.75 2.33 -8.78 -0.141
C -0.67 1.10 -7.94 0.476
O -0.72 1.16 -6.73 -0.498
C -0.53 -0.20 -8.65 -0.418
C -0.48 -0.26 -9.97 -0.347
C -0.56 0.96 -10.81 0.371
O -0.51 0.90 -12.02 -0.553
H -0.76 3.14 -10.74 0.421
H -0.85 3.26 -8.25 0.360
H -0.47 -1.08 -8.01 0.421
H -0.38 -1.20 -10.51 0.399
C 8.99 -2.32 2.85 -0.439
C 7.79 -2.04 3.34 -0.047
C 7.60 -1.73 4.78 0.320
O 6.50 -1.48 5.23 -0.495
C 8.80 -1.73 5.65 -0.365
C 10.01 -2.00 5.16 -0.405
C 10.20 -2.32 3.72 0.361
O 11.30 -2.57 3.27 -0.554
H 9.16 -2.55 1.81 0.437
H 6.90 -2.03 2.73 0.384
H 8.64 -1.49 6.69 0.420
H 10.90 -2.01 5.77 0.398
```

Computed properties:
* spin multiplicity: 1
* E: -3430.380214 hartree
* net charge: -1
* F_max: 0.01733 hartree/bohr
* Kohn-Sham gap: 3.63 eV